Computed, not measured: a structure of composition C29H54N5O4SiSr, with ωB97M-V/def2-TZVPD.

The geometry in ORCA input format:
```
! RIJCOSX wB97M-V def2-TZVPD def2/J DEFGRID3
* xyz -1 1
Sr 0.1060 -0.0711 -0.4520
C -1.2501 2.2497 2.7898
C -1.5784 2.7447 1.3894
N -1.8597 1.6798 0.4171
C -3.2302 1.1976 0.5486
C -3.5585 0.1746 -0.5286
N -2.8002 -1.0525 -0.3863
C -3.4755 -2.1911 0.2128
C -3.1028 -2.4617 1.6662
C -1.6756 -2.9579 1.8537
N -0.6829 -1.8907 1.8775
C -0.5449 -1.2571 3.1761
C 0.7312 -0.4324 3.2150
N 0.7060 0.7447 2.3448
C 0.2253 1.9529 3.0070
H -1.8753 1.3949 3.0460
H -1.5283 3.0335 3.5036
H -0.7394 3.3327 1.0084
H -2.4426 3.4288 1.4421
H -1.7695 2.1125 -0.5030
H -3.9494 2.0342 0.5068
H -3.3338 0.7376 1.5341
H -3.3172 0.5981 -1.5083
H -4.6423 -0.0197 -0.5269
H -2.4314 -1.2991 -1.2964
H -3.2228 -3.0809 -0.3737
H -4.5681 -2.0695 0.1340
H -3.7887 -3.2268 2.0495
H -3.2769 -1.5731 2.2796
H -1.4205 -3.6298 1.0300
H -1.6184 -3.5588 2.7796
H 0.2219 -2.3042 1.6720
H -0.4824 -2.0153 3.9807
H -1.4243 -0.6467 3.3971
H 1.5493 -1.0760 2.8866
H 0.9359 -0.1361 4.2573
H 1.6535 0.9050 2.0199
H 0.7869 2.8076 2.6224
H 0.4374 1.9126 4.0875
O 2.3857 -3.5955 0.9434
C 2.0185 -2.6457 0.2437
O 1.9181 -1.4300 0.5543
C 1.5624 -2.9552 -1.1782
C 2.2115 -3.8812 -1.9846
C 1.7750 -4.0321 -3.2936
C 0.7093 -3.2746 -3.7502
C 0.1151 -2.3671 -2.8774
N 0.5369 -2.2417 -1.6269
C -1.0437 -1.4408 -3.3134
O -1.7659 -1.8619 -4.2169
O -1.1238 -0.3732 -2.6444
H 3.0362 -4.4502 -1.5793
H 2.2740 -4.7304 -3.9553
H 0.3264 -3.3556 -4.7575
C 4.4386 2.0023 -3.4259
C 3.6148 1.4223 -2.2736
C 3.2723 -0.0343 -2.6267
C 4.5415 1.3192 -1.0538
Si 1.9392 2.3670 -1.7539
C 2.5317 4.0232 -0.8033
C 3.6894 4.8284 -1.4029
C 1.3439 4.9831 -0.6462
C 2.9323 3.6383 0.6256
C 1.0895 2.9833 -3.4471
C 0.9750 1.8110 -4.4340
C 1.7469 4.1395 -4.2063
C -0.3631 3.3802 -3.1405
H 5.3609 1.4213 -3.5596
H 4.7312 3.0388 -3.2563
H 3.9078 1.9705 -4.3778
H 4.1889 -0.5737 -2.9014
H 2.5705 -0.1405 -3.4534
H 2.8579 -0.5537 -1.7590
H 5.3646 0.6270 -1.2732
H 4.0195 0.9230 -0.1786
H 4.9925 2.2750 -0.7820
H 3.4898 5.1510 -2.4249
H 4.6230 4.2646 -1.4159
H 3.8709 5.7307 -0.8038
H 1.0542 5.4588 -1.5821
H 1.6020 5.7834 0.0589
H 0.4563 4.4774 -0.2549
H 3.7976 2.9775 0.6754
H 2.1003 3.1221 1.1136
H 3.1666 4.5346 1.2146
H 1.9406 1.5123 -4.8414
H 0.3432 2.1082 -5.2799
H 0.5051 0.9389 -3.9778
H 2.7810 3.9198 -4.4735
H 1.7481 5.0750 -3.6476
H 1.2043 4.3295 -5.1414
H -0.9163 2.5283 -2.7353
H -0.8731 3.6771 -4.0658
H -0.4461 4.2147 -2.4412
*
```

Calculated values
Max |F|: 1.03 eV/Å
LUMO level: 2.46 eV
HOMO-LUMO gap: 0.221 Eh
ΔE to the lowest compared entry with this formula, charge and spin: 8.0 kcal/mol
HOMO energy: -0.1307 hartree
Energy: -55309.674 eV

Computed, not measured: a cluster of 6 separate species, C29H55F9N13O14S2 in total, with ωB97M-V/def2-TZVPD.

The geometry in ORCA input format:
```
! RIJCOSX wB97M-V def2-TZVPD def2/J DEFGRID3
* xyz 1 1
C 6.6902 1.7975 2.1972
O 5.4355 2.3105 2.6172
C 4.5054 2.5236 1.5902
C 3.2545 1.6861 1.8431
C 2.2502 1.9132 0.7125
C 1.2599 0.7658 0.4380
C 2.1233 -0.4224 -0.0464
N 0.3695 1.1893 -0.7001
N 0.7089 1.9700 -1.8119
C 0.7106 3.4260 -1.5438
C 1.8426 1.4830 -2.5840
C 1.6851 0.1373 -3.2277
O 2.8066 2.1685 -2.7003
C -0.8320 0.7702 -0.5741
S -2.0905 1.1589 -1.7987
O -2.3241 2.5477 -1.7134
O -3.1107 0.2012 -1.5860
F -1.4231 0.8601 -3.1566
C -1.0281 -0.0306 0.6776
C -0.9892 -1.5394 0.1717
C -1.9483 -2.4692 0.9196
C -1.6653 -3.9190 0.4801
S -0.9519 -4.9609 1.7221
O -0.1448 -5.9200 1.0391
O -1.9810 -5.4193 2.5974
O 0.0343 -4.0038 2.5234
N -2.3189 0.0809 1.3361
C -3.0829 1.0071 1.2007
O -3.8477 1.8194 0.9856
C 0.2010 0.4486 1.5601
C -0.1097 1.7570 2.3046
C -1.1083 1.6939 3.4784
C -2.1094 2.8649 3.4630
C -1.6837 3.9876 4.3745
F -1.4794 3.5494 5.6429
F -0.5146 4.5348 3.9179
C -2.7293 5.1219 4.4330
F -3.8536 4.6582 5.0094
F -3.0331 5.5402 3.1954
F -2.2780 6.1596 5.1430
C 0.5225 -0.7317 2.5092
C 1.3857 -0.4636 3.7503
O 2.5226 -1.3124 3.7839
C 0.6573 -0.7274 5.0968
F 1.1840 -1.7669 5.7580
F 0.7670 0.3571 5.8922
F -0.6554 -0.9922 4.9351
H 7.3301 2.5976 1.8323
H 6.5708 1.0486 1.4137
H 7.1475 1.3061 3.0473
H 4.2066 3.5760 1.6180
H 4.9146 2.3433 0.5953
H 2.8687 2.0403 2.7938
H 3.5689 0.6523 1.9634
H 2.8105 2.1216 -0.1943
H 1.7186 2.8344 0.9350
H 1.6038 -1.0755 -0.7382
H 2.9893 -0.0376 -0.5752
H 2.4918 -1.0049 0.7838
H -0.1362 3.6611 -0.9121
H 0.6010 3.9768 -2.4640
H 1.6168 3.7220 -1.0280
H 0.8521 -0.4187 -2.8103
H 1.5401 0.2760 -4.2942
H 2.5960 -0.4240 -3.0574
H -1.3111 -1.5372 -0.8704
H 0.0099 -1.9539 0.1725
H -2.9856 -2.2684 0.6821
H -1.8345 -2.3914 1.9929
H -0.9878 -3.9651 -0.3667
H -2.5765 -4.4187 0.1710
H -0.4244 -3.7387 3.3369
H -0.4278 2.4867 1.5572
H 0.8175 2.1366 2.7107
H -1.6321 0.7546 3.5495
H -0.5347 1.8145 4.3921
H -3.1153 2.5508 3.7239
H -2.1877 3.2910 2.4664
H 1.0140 -1.5345 1.9769
H -0.4379 -1.1412 2.7931
H 1.7640 0.5531 3.7959
H 2.9790 -1.2694 2.9411
C -0.2171 -0.8762 -6.4594
O 0.4774 -1.6540 -5.8268
N -0.8052 0.2143 -5.8712
N -0.4641 -1.0289 -7.7900
H -1.3742 0.8744 -6.3662
H -0.6505 0.3364 -4.8924
H -0.0475 -1.8166 -8.2490
H -1.0318 -0.3992 -8.3240
C 0.7667 -5.0934 -3.9767
O 0.9848 -4.4877 -2.9307
N 1.2077 -4.6194 -5.1667
N 0.0705 -6.2667 -4.0068
H 1.0509 -5.0714 -6.0466
H 1.6950 -3.7431 -5.1495
H -0.2551 -6.6345 -3.1329
H -0.1179 -6.7757 -4.8491
C 3.8451 -6.3652 -0.3616
O 4.8164 -6.2687 -1.0920
N 3.8838 -7.0549 0.8222
N 2.6398 -5.7921 -0.6571
H 3.0946 -7.1465 1.4329
H 4.7517 -7.4889 1.0718
H 2.5709 -5.2806 -1.5184
H 1.8306 -5.8570 -0.0655
C -5.8108 -1.4745 0.0644
O -4.7294 -1.9145 0.4350
N -6.8783 -2.2768 -0.2049
N -5.9995 -0.1303 -0.1017
H -7.7682 -1.9318 -0.5086
H -6.7523 -3.2645 -0.0859
H -5.1890 0.4186 0.1053
H -6.8508 0.3003 -0.4062
C -1.7057 6.6128 -2.3138
O -1.0711 5.6241 -1.9622
N -3.0638 6.5916 -2.4292
N -1.1023 7.7965 -2.6136
H -3.6082 7.3836 -2.7130
H -3.5297 5.7309 -2.2133
H -0.1041 7.8395 -2.5348
H -1.6028 8.6153 -2.9022
*
```

Calculated values
Max |F|: 2.98 eV/Å
LUMO level: -4.87 eV
HOMO-LUMO gap: 0.215 Eh
HOMO energy: -0.3939 hartree
Energy: -125126.539 eV

Computed, not measured: a structure of composition C29H55I2N2O41S10, with ωB97M-V/def2-TZVPD.

The geometry in ORCA input format:
```
! RIJCOSX wB97M-V def2-TZVPD def2/J DEFGRID3
* xyz -1 1
C 0.9468 -1.2906 -6.0958
C 0.0373 -1.2860 -4.9217
O -1.0048 -0.6753 -4.8777
N 0.4379 -2.0729 -3.8177
C -0.3183 -3.3375 -3.9122
C 0.0342 -4.2787 -2.7697
C 1.0384 -5.3831 -3.1174
C 2.3633 -5.0607 -2.4545
N 2.7671 -3.7453 -2.8937
C 3.6912 -3.1780 -2.2220
I 5.7760 -3.1038 -3.0915
C 3.5071 -2.5728 -1.0425
C 2.1684 -2.5196 -0.3970
I 4.9514 -1.5860 0.1436
H 1.9206 -0.9768 -5.7511
H 1.0129 -2.2679 -6.5489
H 0.5952 -0.5859 -6.8330
H 0.1218 -1.5427 -3.0115
H -0.0158 -3.7900 -4.8496
H -1.3929 -3.1498 -3.8793
H 0.4734 -3.6731 -1.9983
H -0.8696 -4.6925 -2.3432
H 1.2031 -5.4427 -4.1880
H 0.6838 -6.3308 -2.7272
H 3.1170 -5.8233 -2.6717
H 2.2254 -5.0985 -1.3671
H 1.4562 -2.7063 -1.1753
H 1.9681 -1.5384 0.0119
H 2.0520 -3.2632 0.3883
C -3.8014 -3.4814 1.8134
C -4.3286 -4.0675 0.5247
O -3.1556 -4.3682 -0.2436
S -1.9626 -4.7754 0.7330
O -1.8870 -6.1905 0.8109
O -0.8452 -3.9737 0.4209
O -2.6187 -4.2444 2.1040
H -3.5078 -2.4383 1.6825
H -4.5134 -3.5567 2.6300
H -4.9672 -3.3731 -0.0143
H -4.8691 -5.0008 0.6993
C -1.1535 1.8618 -3.0218
C -1.8810 3.1727 -2.8318
O -2.8612 2.8944 -1.8196
S -2.2761 1.8071 -0.7985
O -1.7498 2.4791 0.3353
O -3.2217 0.7654 -0.6654
O -1.0544 1.3153 -1.6928
H -1.7213 1.1693 -3.6404
H -0.1620 1.9910 -3.4460
H -2.3619 3.5196 -3.7411
H -1.2142 3.9515 -2.4529
C 0.9575 2.2147 0.3451
C 0.2623 2.6168 -0.9314
O 1.1644 2.2119 -1.9827
S 1.9228 0.8727 -1.5150
O 1.2402 -0.2182 -2.1008
O 3.3146 1.0536 -1.6390
O 1.5505 0.9402 0.0405
H 1.7414 2.9221 0.6235
H 0.2594 2.1037 1.1714
H 0.0588 3.6712 -0.9771
H -0.6753 2.0607 -1.0317
C -2.4612 7.0137 0.8018
C -2.6807 5.9722 -0.2670
O -1.5648 6.1397 -1.1807
S -0.2892 6.5745 -0.3238
O 0.3885 5.3612 0.0013
O 0.3224 7.7062 -0.9118
O -1.0449 7.0167 0.9964
H -2.8006 7.9933 0.4589
H -2.8900 6.7502 1.7512
H -3.6297 6.0973 -0.7779
H -2.6151 4.9592 0.1354
C 3.2532 -3.2192 3.1403
C 1.7454 -3.2060 3.0604
O 1.3076 -3.3903 4.4212
S 2.3493 -2.7042 5.4055
O 1.8404 -1.4361 5.7613
O 2.7137 -3.6472 6.3953
O 3.5477 -2.5113 4.3683
H 3.6365 -4.2373 3.2240
H 3.7013 -2.7253 2.2674
H 1.3532 -3.9999 2.4322
H 1.3736 -2.2427 2.7044
C 2.6498 9.0832 -2.9236
C 2.6775 10.5877 -2.7844
O 4.0602 10.9012 -2.5779
S 4.9728 9.8586 -3.3861
O 5.3493 10.4389 -4.6205
O 5.9274 9.3232 -2.4936
O 3.8359 8.7693 -3.6697
H 2.7102 8.5915 -1.9527
H 1.7697 8.7299 -3.4518
H 2.0800 10.9408 -1.9495
H 2.3490 11.0809 -3.7022
C -0.5006 6.0490 4.4180
C -0.5725 4.6367 3.9246
O -1.8740 4.1428 4.3969
S -2.8962 5.3825 4.3917
O -3.6028 5.4232 3.1584
O -3.5454 5.4738 5.6410
O -1.8169 6.5438 4.2696
H -0.2231 6.0867 5.4720
H 0.1861 6.6591 3.8384
H 0.2433 4.0425 4.3107
H -0.5808 4.5914 2.8321
C -4.2590 -2.5977 -5.5593
C -4.2061 -4.0999 -5.4157
O -4.8790 -4.3543 -4.1772
S -6.0410 -3.2803 -3.9652
O -7.2683 -3.8531 -4.3758
O -5.8679 -2.6937 -2.6892
O -5.5635 -2.2281 -5.0724
H -3.5007 -2.1217 -4.9342
H -4.1385 -2.2732 -6.5884
H -3.1888 -4.4788 -5.3775
H -4.7527 -4.6034 -6.2166
C -1.4053 -9.4536 3.1300
C -0.7320 -8.1754 3.5704
O 0.6098 -8.5691 3.8917
S 1.0592 -9.7700 2.9312
O 1.8102 -9.2491 1.8551
O 1.5434 -10.8262 3.7378
O -0.4013 -10.1525 2.3863
H -1.6901 -10.0710 3.9853
H -2.2774 -9.2703 2.5090
H -1.2114 -7.7288 4.4367
H -0.6946 -7.4468 2.7585
C 3.2352 1.7161 5.5300
C 3.7286 1.9883 6.9323
O 2.7214 2.8385 7.5000
S 1.2889 2.4565 6.9046
O 0.6067 1.6119 7.8081
O 0.7173 3.6426 6.4107
O 1.8017 1.5825 5.6701
H 3.4402 2.5581 4.8673
H 3.6572 0.8105 5.1050
H 4.6952 2.4831 6.9452
H 3.7768 1.0732 7.5261
*
```

Calculated values
Max |F|: 14.50 eV/Å
LUMO level: 1.13 eV
HOMO-LUMO gap: 0.179 Eh
HOMO energy: -0.1372 hartree
Energy: -242431.041 eV

Computed, not measured: a structure of composition C29H56ClInPSi, with ωB97M-V/def2-TZVPD.

The geometry in ORCA input format:
```
! RIJCOSX wB97M-V def2-TZVPD def2/J DEFGRID3
* xyz -1 1
In -0.1851 0.1208 1.3732
P 0.0388 0.6082 -1.1786
Cl 1.1168 2.3132 1.4607
C -2.1946 0.8436 1.0817
H -3.1441 0.2973 1.1515
H -2.2560 1.8981 1.3949
C 1.8887 0.8526 -1.3902
C -0.8206 2.2598 -1.3728
C 2.4063 0.9315 -2.8246
H 2.0514 1.8214 -0.8839
C 3.8975 1.2785 -2.7997
H 2.2543 -0.0388 -3.3231
H 1.8569 1.6857 -3.4089
C 4.7104 0.2774 -1.9740
H 4.2780 1.3287 -3.8229
H 4.0100 2.2794 -2.3653
C 4.1551 0.1297 -0.5560
H 4.6829 -0.7010 -2.4693
H 5.7591 0.5871 -1.9309
C 2.6562 -0.2072 -0.5758
H 4.7032 -0.6463 -0.0087
H 4.2888 1.0715 -0.0021
H 2.4969 -1.2027 -1.0196
H 2.2926 -0.2378 0.4703
C -0.6652 -0.5236 -2.5159
C -2.3348 2.0922 -1.5475
H -0.6565 2.6639 -0.3604
C -3.0214 3.4651 -1.4627
H -2.5785 1.6139 -2.5098
H -2.7001 1.4391 -0.7259
C -2.4257 4.4641 -2.4523
H -4.0955 3.3523 -1.6342
H -2.9038 3.8429 -0.4372
C -0.9083 4.5832 -2.2915
H -2.6534 4.1292 -3.4728
H -2.8962 5.4443 -2.3250
C -0.2032 3.2291 -2.3848
H -0.5049 5.2639 -3.0447
H -0.6813 5.0227 -1.3122
H -0.3129 2.8264 -3.4021
H 0.8727 3.3604 -2.1930
C 0.0375 -1.8865 -2.5487
H -1.7033 -0.6920 -2.1571
C -0.7092 -2.8316 -3.4940
H 1.0803 -1.7554 -2.8907
H 0.0676 -2.3273 -1.5456
C -0.8667 -2.2375 -4.8933
H -0.1829 -3.7858 -3.5398
H -1.7007 -3.0388 -3.0673
C -1.4955 -0.8460 -4.8446
H 0.1247 -2.1665 -5.3603
H -1.4656 -2.9013 -5.5190
C -0.7425 0.1022 -3.9121
H -1.5425 -0.4073 -5.8407
H -2.5310 -0.9282 -4.4917
H 0.2820 0.2722 -4.2843
H -1.2441 1.0823 -3.8894
C -0.0163 -2.5956 0.9190
C -1.3416 -2.2596 0.7018
H 0.7652 -2.4316 0.1600
C -2.4158 -2.5328 1.7104
H -1.6753 -1.7636 -0.2116
C -1.8228 -2.7935 3.0992
H -3.0946 -1.6637 1.7313
H -3.0265 -3.4027 1.4153
C -0.7065 -3.8362 2.9948
H -1.4187 -1.8566 3.5126
H -2.6116 -3.1579 3.7679
C 0.4578 -3.3384 2.1264
H -0.3514 -4.1305 3.9907
H -1.1125 -4.7305 2.5054
H 1.1558 -2.7160 2.7255
H 1.0390 -4.2192 1.8081
C -1.4169 0.1005 6.0459
Si 0.3079 -0.2573 5.3588
C 1.4936 1.1084 5.9220
C 0.9141 -1.9457 5.9244
C 0.4733 -0.0215 3.5092
H -1.4335 0.1306 7.1480
H -2.1759 -0.6399 5.7527
H -1.8000 1.0790 5.7167
H 1.6289 1.1968 7.0038
H 2.4865 0.9467 5.4780
H 1.1573 2.0889 5.5532
H 0.2515 -2.7849 5.6736
H 1.8935 -2.1773 5.4824
H 1.0526 -1.9855 7.0161
H 0.0847 1.0334 3.4515
H 1.5754 0.0842 3.3316
*
```

Calculated values
Max |F|: 2.75 eV/Å
LUMO level: 2.52 eV
HOMO-LUMO gap: 0.143 Eh
HOMO energy: -0.0499 hartree
Energy: -65844.394 eV